Entry 1:
Formula: C3H5Cl
Source: OMol25
Level of theory: the ωB97M-V functional and the def2-TZVPD basis

Summary:
energy relative to the best compared isomer or geometry (same formula, charge and spin) = 245.2 kJ/mol
highest occupied orbital energy = -9.889 eV
E_tot = -15711.3044 eV
F_max = 0.1235 Eh/bohr

XYZ file:
```
9
Properties=species:S:1:pos:R:3:forces:R:3
C -0.7814 -0.0960 0.4528 4.1 0.6 4.8
C 0.3257 0.6753 -0.1279 1.6 4.5 -0.1
C 0.4714 -0.7359 -0.1326 2.1 -4.2 -2.7
H -0.6478 0.1288 1.6202 -0.8 -1.3 -2.5
H 1.0939 1.3780 0.3516 -1.8 -0.8 -0.3
H 0.0446 0.9085 -1.1324 0.3 1.4 -0.3
H 0.4835 -0.7764 -1.3789 -0.2 -2.0 3.6
H 1.3352 -1.4081 0.4538 -2.8 2.0 -1.5
Cl -2.3250 -0.0741 -0.1067 -2.5 -0.2 -1.1
```
Forces are in eV/Å.

---

Entry 2:
Formula: C48H57Br2I2LaN5O3PS2Si
Source: OMol25
Level of theory: the ωB97M-V functional and the def2-TZVPD basis

Summary:
highest occupied orbital energy = -1.654 eV
E_tot = -260286.2734 eV
F_max = 0.0154 Eh/bohr
charge = -2

XYZ file:
```
122
Properties=species:S:1:pos:R:3:forces:R:3
La 0.3376 0.7488 -0.3650 0.2 0.5 0.6
I -4.6724 3.0118 -1.0735 0.0 0.0 0.2
C -3.7834 2.7085 0.7995 0.2 -0.1 -0.3
C -4.4145 3.2021 1.9425 0.1 0.0 0.1
C -3.8550 2.9949 3.1724 -0.2 0.2 0.3
I -4.8538 3.7992 4.8510 0.1 -0.1 -0.2
C -2.6737 2.2328 3.3214 0.2 -0.1 -0.1
C -2.0818 1.8921 4.5586 0.0 0.0 0.0
C -1.0254 1.0336 4.5863 0.1 0.0 0.1
C -0.5024 0.5479 3.3761 -0.1 -0.1 -0.1
N -0.9506 0.9231 2.2036 -0.3 0.0 0.0
C -2.0432 1.7306 2.1518 0.0 0.0 0.1
C -2.5652 2.0069 0.8242 -0.3 0.1 -0.2
O -1.9622 1.6023 -0.2284 -0.1 0.1 0.4
H -5.3466 3.7419 1.8480 0.0 0.0 0.0
H -2.4974 2.2880 5.4756 0.0 0.0 0.0
H -0.5806 0.7134 5.5193 0.0 0.0 0.0
H 0.2849 -0.1885 3.3891 0.1 0.0 0.0
C 4.7599 1.6028 -0.1790 -0.1 0.0 0.0
C 3.8792 2.7664 -0.5529 0.0 0.0 0.0
C 4.4313 4.0345 -0.7061 0.0 0.1 0.0
C 3.5934 5.0670 -1.1275 0.0 -0.1 0.0
C 2.2749 4.8099 -1.4077 0.0 0.0 0.0
C 1.7622 3.4874 -1.2519 0.0 -0.1 -0.1
N 2.5886 2.5090 -0.7681 0.1 0.0 -0.2
N 0.5114 3.1009 -1.5102 0.1 0.1 0.1
Si -0.4845 3.8047 -2.7167 -0.2 0.0 -0.2
C -1.6210 2.5001 -3.4482 0.0 0.0 0.1
C 0.5224 4.4793 -4.1755 0.1 0.0 0.1
C -1.5200 5.2406 -2.0450 0.0 0.0 0.1
H 5.5482 1.4933 -0.9276 0.0 0.0 0.0
H 4.1792 0.6811 -0.1462 0.0 0.0 0.0
H 5.2397 1.7666 0.7898 0.0 0.0 0.0
H 5.4822 4.2043 -0.5056 0.0 0.0 0.0
H 3.9866 6.0740 -1.2357 0.0 0.0 0.0
H 1.6026 5.5945 -1.7318 0.0 0.0 0.0
H -1.7951 1.6995 -2.7283 -0.1 0.0 0.0
H -1.1752 2.0498 -4.3387 0.0 0.0 0.1
H -2.5952 2.9215 -3.7150 0.0 0.0 0.0
H 1.1631 3.6838 -4.5700 -0.1 0.0 0.0
H 1.1692 5.3174 -3.9049 0.0 0.0 -0.1
H -0.1412 4.8113 -4.9813 0.0 0.0 0.1
H -2.0008 4.9490 -1.1052 0.0 0.0 -0.1
H -2.3127 5.5247 -2.7462 0.1 0.0 0.0
H -0.9090 6.1292 -1.8456 0.0 -0.1 0.0
O 4.3565 5.3264 3.1044 0.1 0.0 0.1
C 3.3613 4.4990 2.7041 -0.1 -0.1 -0.1
C 2.1754 4.9670 2.1555 0.0 0.2 0.0
C 1.2271 4.0494 1.7564 -0.2 0.0 0.0
N 1.3895 2.7307 1.8588 0.2 -0.1 0.0
C 2.5281 2.3172 2.3839 -0.2 0.0 0.1
Br 2.7670 0.4421 2.4705 0.1 0.0 0.0
C 3.5399 3.1337 2.8494 0.1 -0.1 0.1
H 4.1201 6.2302 2.8743 0.0 0.0 0.0
H 2.0077 6.0290 2.0160 0.0 0.0 0.0
H 0.2903 4.3748 1.3157 0.1 0.0 0.0
H 4.4467 2.7254 3.2721 0.0 0.0 0.0
O -0.4410 -1.6100 0.6865 0.2 0.2 0.3
H 0.0303 -2.3278 0.2421 -0.1 0.0 -0.2
H -0.6311 -1.9845 1.6011 0.0 0.1 -0.3
C -2.0293 -2.8927 -4.4778 0.1 0.1 0.1
C -1.9702 -4.0192 -3.4402 0.0 0.0 0.1
C -0.5566 -4.6238 -3.4781 0.0 0.1 0.0
C -2.9767 -5.1120 -3.7996 0.0 0.0 0.0
P -2.0631 -3.2735 -1.6927 -0.2 -0.3 -0.2
C -2.3173 -4.8075 -0.6753 0.1 0.2 0.0
C -3.4833 -5.5614 -0.5227 0.0 -0.1 0.0
C -3.5354 -6.6346 0.3566 0.0 0.0 0.0
C -2.4188 -6.9884 1.1039 -0.1 0.1 -0.2
C -1.2435 -6.2708 0.9482 -0.1 -0.3 -0.1
C -1.1997 -5.1952 0.0700 -0.1 0.0 0.0
C -3.6632 -2.2720 -1.4994 0.2 0.2 -0.1
C -4.9264 -2.6904 -2.2578 0.1 0.0 0.1
C -3.3229 -0.8356 -1.9624 0.1 -0.1 0.0
C -3.9489 -2.2149 0.0041 -0.1 0.0 0.0
H -1.6831 -3.2742 -5.4459 0.0 0.0 0.0
H -1.3744 -2.0651 -4.1915 0.0 0.0 0.0
H -3.0441 -2.5110 -4.6126 0.0 0.0 0.0
H -0.3414 -5.0076 -4.4830 0.0 0.0 0.0
H -0.4565 -5.4492 -2.7693 0.0 0.0 0.0
H 0.1864 -3.8600 -3.2363 0.1 0.0 0.0
H -2.7813 -5.4487 -4.8264 0.0 0.0 0.0
H -4.0084 -4.7616 -3.7575 0.0 0.0 0.0
H -2.8778 -5.9772 -3.1434 0.0 0.0 0.0
H -4.3685 -5.3222 -1.0919 -0.1 0.1 -0.1
H -4.4589 -7.1941 0.4618 0.0 0.0 0.0
H -2.4721 -7.8059 1.8130 0.0 0.0 0.0
H -0.3651 -6.5332 1.5268 -0.5 0.0 -0.3
H -0.2771 -4.6334 -0.0420 0.0 0.0 0.1
H -4.7623 -2.6972 -3.3354 0.0 0.0 0.0
H -5.7160 -1.9596 -2.0445 0.0 0.0 0.0
H -5.3013 -3.6660 -1.9525 0.0 -0.1 0.0
H -3.2113 -0.7717 -3.0476 0.0 0.0 0.0
H -2.4087 -0.4164 -1.5257 -0.2 -0.3 0.0
H -4.1453 -0.1789 -1.6629 0.0 0.1 -0.1
H -4.2731 -3.1788 0.3972 0.0 0.0 0.0
H -4.7402 -1.4819 0.1995 0.0 0.0 0.0
H -3.0636 -1.9065 0.5619 0.0 0.0 0.0
Br 3.8675 -4.5313 -3.0665 0.0 0.0 0.0
C 3.1541 -3.0084 -2.1385 0.1 0.1 -0.1
C 3.0443 -1.8460 -2.7842 -0.1 0.0 0.1
C 2.4057 -0.6873 -2.0852 -0.4 0.1 -0.3
N 2.2802 -0.8073 -0.6432 0.6 -0.3 0.0
C 2.4549 -2.0138 -0.1012 0.2 0.0 -0.1
C 2.8353 -3.1636 -0.7507 -0.1 -0.1 0.1
H 3.3184 -1.7168 -3.8225 0.0 -0.1 0.0
H 2.9245 0.2404 -2.3357 0.2 0.0 0.1
H 2.3112 -2.0600 0.9795 -0.1 0.0 0.0
H 2.9746 -4.0989 -0.2309 0.0 0.0 0.0
S 0.6793 -0.3630 -2.8443 0.0 -0.3 -0.5
S -1.0200 -2.9107 3.4422 0.0 0.0 0.2
C -0.3253 -4.5091 3.4949 0.0 0.1 0.0
C -0.8688 -5.5021 4.3317 0.1 -0.1 -0.1
C -0.3339 -6.7805 4.3832 0.0 0.1 0.0
C 0.7655 -7.1229 3.6013 0.0 0.0 0.1
C 1.3164 -6.1560 2.7685 0.4 0.2 0.3
C 0.7861 -4.8750 2.7150 0.2 0.0 0.3
H -1.7243 -5.2387 4.9415 0.0 0.0 0.0
H -0.7812 -7.5202 5.0398 0.0 0.0 0.0
H 1.1803 -8.1235 3.6381 0.0 0.0 0.0
H 2.1730 -6.4064 2.1508 0.0 0.0 0.0
H 1.2356 -4.1307 2.0672 0.0 0.0 0.0
```
Forces are in eV/Å.

---

Q: Which value of highest occupied orbital energy does entry 1 give?
A: -9.889 eV

---

Q: Among the records above, which one has the lowest E_tot?
A: C48H57Br2I2LaN5O3PS2Si

---

Q: Number 2 is which compound?
A: C48H57Br2I2LaN5O3PS2Si